Version A
DFT (wB97M-V/def2-TZVPD) results for 2 unconnected molecules or ions with the total composition C2H6N2O3.

Geometry (Å):
H: -1.2271 1.5875 -0.7496
H: 0.9311 -1.6617 -0.3404
O: 1.2719 1.4950 -0.5840
C: 1.0346 0.3582 -0.3178
N: 1.5366 -0.8122 -0.1797
H: -2.8321 0.5974 -0.3960
O: 2.9161 -1.0774 -0.4380
N: -0.9844 0.1162 0.6348
H: 3.4226 -0.4282 0.0574
C: -1.8500 1.0477 -0.0448
O: -1.2762 -1.2722 0.3979
H: -0.9825 -1.7287 1.1815
H: -1.9607 1.7783 0.7788

Output
Frontier orbital gap (spin up / spin down), eV: 8.071 / 8.684
Multiplicity: 1
E_HOMO (spin up / spin down), eV: -7.606 / -8.217


Version B
DFT (wB97M-V/def2-TZVPD) results for 2 unconnected molecules or ions with the total composition C2H6N2O3.

Geometry (Å):
H: 0.3616 -0.5406 -0.8631
H: -0.1051 -0.9070 1.4334
C: -1.0981 0.0503 -0.0365
N: 2.2196 0.2214 -0.6892
C: 3.2207 -0.3510 -0.7236
H: -2.8842 -0.4425 -0.2933
N: -0.1693 -0.0080 1.0510
H: -1.0001 2.0320 0.2542
O: -2.2657 -0.5661 0.3149
H: -0.4508 0.6905 1.6925
H: 4.0486 -1.0038 -0.6239
O: -0.5314 -0.5618 -1.1525
O: -1.3458 1.3866 -0.3638

Output
SMILES: NC(O)(O)O.C#N
Frontier orbital gap, eV: 10.991
Multiplicity: 1
E_HOMO, eV: -10.179


Result of the stability comparison: version A is the least stable of them.


Version A
DFT (wB97M-V/def2-TZVPD) results for 2 unconnected molecules or ions with the total composition C2H6N2O3.

Geometry (Å):
H: -0.9646 2.6068 -0.4024
O: -1.0198 2.2278 1.9952
N: -0.6617 0.0321 1.5291
H: 2.0546 -2.1857 -1.1750
C: -0.8593 1.3240 1.2172
O: 2.2844 -2.9281 -0.6292
N: -0.7918 1.6384 -0.1805
H: -0.4863 -0.6250 0.7787
C: -0.3935 0.8267 -1.2006
O: -0.4675 -0.3793 -1.2245
H: -0.8557 -0.1777 2.4884
H: 0.0781 1.3427 -2.0411
H: 2.0830 -3.7027 -1.1553

Output
SMILES: NC(=O)NC=O.O
Frontier orbital gap, eV: 11.191
Multiplicity: 1
E_HOMO, eV: -10.563


Version B
DFT (wB97M-V/def2-TZVPD) results for C2H6N2O3 in the gas phase.

Geometry (Å):
H: 0.3273 -0.2529 1.3906
C: 0.4832 -0.4534 0.2939
C: 1.9161 0.1575 -0.0424
H: 0.7404 -1.5622 0.2969
H: -1.7214 1.0847 -1.3210
H: 2.4106 -0.2054 -0.9968
N: -0.5922 -0.2193 -0.5894
O: -2.8015 -0.3852 0.1484
H: 2.4912 0.0407 0.8384
N: -1.2595 0.9475 -0.4471
O: -1.7439 -1.2186 -0.1016
H: 1.9303 1.2488 -0.0718
O: -2.1804 0.8179 0.6018

Output
SMILES: CCn1[nH]ooo1
Frontier orbital gap, eV: 11.028
Multiplicity: 1
E_HOMO, eV: -9.940


Version C
DFT (wB97M-V/def2-TZVPD) results for 2 unconnected molecules or ions with the total composition C2H6N2O3.

Geometry (Å):
H: 0.3160 1.7059 -2.8335
N: 1.3746 -1.7036 1.8059
O: 0.3871 0.8427 -2.4577
C: 0.6175 -0.6670 2.2533
H: -0.4588 -0.8245 2.1015
H: -2.0929 0.9681 -2.5346
C: -0.4361 0.7602 -1.3697
H: 2.3750 -1.5649 1.7277
O: -0.0499 0.3567 -0.3098
H: -2.3365 1.0739 -0.8445
N: -1.7148 1.1782 -1.6268
O: 1.0677 0.3236 2.7665
H: 0.9512 -2.4491 1.3219

Output
SMILES: NC(=O)O.NC=O
Frontier orbital gap, eV: 9.942
Multiplicity: 1
E_HOMO, eV: -9.478


Result of the stability comparison: version B is the least stable of them.


Version A
DFT (wB97M-V/def2-TZVPD) results for a molecular structure, C3H5NiO3.

Geometry (Å):
C: -1.2805 0.7050 0.2395
H: -1.7718 1.2947 -0.5454
O: 1.9938 0.6106 -0.6340
H: 2.1269 -0.7519 0.7913
H: -1.7940 0.8582 1.1952
O: 0.2021 -0.8342 -0.6315
O: 0.0781 1.1333 0.3633
C: -1.1358 -0.7719 -0.1380
C: 0.9308 0.1776 -0.1038
H: -1.8155 -1.0841 -0.9375
Ni: 3.7105 0.1054 -0.3237
H: -1.2446 -1.4428 0.7246

Output
Frontier orbital gap (spin up / spin down), eV: 7.174 / 7.803
Multiplicity: 4
E_HOMO (spin up / spin down), eV: -6.639 / -8.617


Version B
DFT (wB97M-V/def2-TZVPD) results for a molecular structure, C3H5NiO3.

Geometry (Å):
C: 1.1821 -0.4083 -0.2066
C: -1.4753 0.3859 -0.0973
C: -0.5551 0.5904 1.0810
H: -1.1812 0.8701 -1.0457
O: -1.4551 -1.0672 -0.1116
O: 0.8422 0.5044 0.6347
H: 2.7830 -1.0041 -0.9740
H: -2.4817 0.7059 0.2216
H: -0.9750 -0.9504 1.1013
Ni: -0.4406 -2.0960 -1.2879
H: -0.6522 1.6235 1.4388
O: 2.4746 -0.2601 -0.4453

Output
Frontier orbital gap (spin up / spin down), eV: 7.406 / 6.947
Multiplicity: 4
E_HOMO (spin up / spin down), eV: -7.130 / -8.388


Result of the stability comparison: version B is the least stable of them.


Version A
DFT (wB97M-V/def2-TZVPD) results for 7 unconnected molecules or ions with the total composition C14H42O7.

Geometry (Å):
O: -17.6489 -12.6068 0.6617
H: -17.7946 -12.0185 -1.2466
O: -15.4667 -8.0099 0.5821
H: -12.0205 -4.3049 -1.0010
C: -18.9412 -11.1440 5.2552
H: -19.6013 -7.7429 1.0814
H: -18.8086 -11.8038 7.1108
H: -15.9539 -13.7644 -1.2258
H: -19.2477 -10.1507 5.5293
H: -13.8038 -7.2786 -2.5959
O: -18.2484 -11.8644 6.3222
C: -14.7876 -3.0030 -0.0853
O: -15.1904 -9.6080 -1.7235
H: -17.3937 -13.5248 0.6832
H: -14.9793 -2.3546 -0.9287
H: -20.4526 -6.6010 0.0681
H: -18.5331 -10.6430 3.2246
H: -12.6395 -8.2962 -3.4426
H: -11.5637 -6.0929 2.1333
H: -19.8911 -11.6742 5.1964
H: -14.9776 -12.6403 -0.2298
H: -17.2630 -5.3183 1.2039
H: -18.3357 -5.7347 -0.7797
C: -13.8293 -4.0695 -0.5070
H: -14.3542 -8.3071 -3.9337
O: -11.0571 -6.0103 -0.5745
H: -14.2986 -4.5838 -1.3212
H: -13.6615 -10.3615 -2.7610
C: -13.6818 -8.2519 -3.0760
H: -16.6244 -9.1468 1.7356
H: -10.1257 -5.7303 -0.4300
C: -11.3241 -7.1726 0.2596
O: -12.6034 -3.5367 -0.8951
C: -18.0638 -11.1631 4.0659
H: -13.6089 -9.5254 1.6909
H: -14.7671 -10.6924 1.0340
C: -19.6043 -6.7292 0.7150
H: -10.8521 -8.0704 -0.0744
H: -15.4274 -9.0429 -0.9601
H: -11.0621 -7.8134 2.2952
H: -17.7891 -12.1738 3.7287
H: -17.2112 -10.5377 4.4235
H: -15.7152 -3.4726 0.2160
C: -13.8738 -9.4692 -2.1561
C: -14.6042 -9.9246 1.7819
C: -10.9505 -6.8693 1.7091
H: -9.9280 -6.5249 1.6963
H: -12.3836 -7.4168 0.1320
H: -15.4331 -12.2044 -1.8402
H: -13.1419 -9.4456 -1.3351
H: -14.5963 -10.4513 2.7535
C: -17.0229 -11.9989 -0.4277
H: -15.9985 -7.1810 0.5637
C: -18.2807 -6.5186 -0.0500
O: -17.2575 -6.2463 0.9394
H: -19.7764 -6.0160 1.5401
H: -18.0520 -7.4010 -0.6457
H: -14.4626 -2.3459 0.7387
H: -15.4788 -8.2595 2.7561
H: -16.7958 -10.9536 -0.1892
C: -15.6280 -8.7835 1.8133
C: -15.7917 -12.7063 -0.9377
H: -13.7106 -4.7715 0.3363

Output
SMILES: CCO.CCO.CCO.CCO.CCO.CCO.CCO
Frontier orbital gap, eV: 10.066
Multiplicity: 1
E_HOMO, eV: -9.594


Version B
DFT (wB97M-V/def2-TZVPD) results for 7 unconnected molecules or ions with the total composition C14H42O7.

Geometry (Å):
H: 0.2312 -5.8989 1.7553
C: 0.2697 1.1963 -1.1932
H: -0.9074 -2.6948 5.5930
H: -0.6073 -2.5490 3.0188
C: -2.4128 2.5332 -3.6495
H: -0.4995 4.8454 -0.5269
H: 1.3376 1.3563 -1.3127
H: -1.6304 -1.9390 -4.0480
H: -0.3633 2.0766 -1.0941
C: 0.8222 -0.5243 4.5893
O: 3.5951 -2.6164 -0.2138
O: -1.0088 -2.1480 4.8129
O: -3.1372 3.7733 -3.5479
H: -0.4993 -0.7976 6.2675
H: -3.1246 -1.7882 -1.3963
H: 0.4345 -1.4169 0.8060
C: -2.2623 -1.3157 -3.4133
O: -3.7751 -3.1289 -2.9208
H: 1.0063 -4.8565 2.9790
H: -1.8642 2.4133 -2.7147
C: 0.3217 5.5245 -0.3095
H: 0.5739 5.7946 0.7180
H: 1.5299 -1.3263 4.7905
H: -3.3607 3.9333 -2.6279
H: -1.1829 0.1092 0.0298
C: -2.8011 -2.2731 -2.3107
H: -3.0322 -0.8221 -3.9993
H: -0.6782 -5.0697 2.9807
C: -0.0958 -3.7296 1.4473
H: -0.0651 0.6371 -2.0701
H: 1.2153 4.9326 -0.5450
C: -0.1058 0.3405 0.0152
H: 3.1870 -1.7589 1.6324
H: -1.9959 -2.9882 -2.1039
C: -0.5705 -0.8239 5.1792
C: -1.5631 2.6122 -4.9227
C: 4.7965 -3.1107 1.8693
C: 4.0434 -2.0967 1.0336
H: -1.5908 -0.5893 -2.9499
H: -1.4847 3.6381 -5.2745
H: -1.0987 -3.7451 1.0078
O: -0.0048 -2.5475 2.2503
H: -0.5565 2.2840 -4.6494
H: 4.5627 -2.9778 2.9285
H: 0.1003 6.4976 -2.2319
H: 0.6168 -3.5893 0.6336
H: 5.8794 -3.0391 1.7885
H: 1.2105 0.3247 5.1663
O: 1.3946 7.5705 -1.1998
H: 4.4072 -4.1014 1.6296
H: -3.5367 -3.3650 -3.8155
H: 0.0856 0.9292 0.9259
H: -1.2517 -0.0538 4.8185
O: 0.5576 -0.8933 -0.0001
H: 1.7370 7.6620 -0.3045
H: 4.6398 -1.2101 0.7794
C: 0.2046 6.7851 -1.1861
H: -0.5998 7.4397 -0.8404
H: 2.9675 -1.9335 -0.4898
H: 0.7919 -0.2446 3.5426
H: -1.8695 1.9804 -5.7540
H: -3.1492 1.7241 -3.6615
C: 0.1664 -4.9508 2.2889

Output
SMILES: CCO.CCO.CCO.CCO.CCO.CCO.CCO
Frontier orbital gap, eV: 10.287
Multiplicity: 1
E_HOMO, eV: -9.839


Result of the stability comparison: version B is the least stable of them.


Version A
DFT (wB97M-V/def2-TZVPD) results for C2H7NO in the gas phase.

Geometry (Å):
H: -1.1838 1.2866 0.1639
H: -0.9043 -1.5476 -0.1987
H: -1.3265 -0.6941 1.1761
N: -1.3372 -0.6833 0.1157
H: 1.4199 1.1335 -0.4048
C: 0.8247 0.5243 0.2192
H: 1.0155 0.8729 1.3140
H: -0.7324 0.5143 -1.2943
H: 1.4053 -1.0280 -0.9085
C: -0.5512 0.4731 -0.2261
O: 1.3701 -0.8517 0.0435

Output
SMILES: NCCO
Frontier orbital gap, eV: 10.434
Multiplicity: 1
E_HOMO, eV: -9.500


Version B
DFT (wB97M-V/def2-TZVPD) results for 2 unconnected molecules or ions with the total composition C2H7NO.

Geometry (Å):
C: 0.0270 -1.3716 0.4876
H: -0.2718 -2.0654 -1.4490
H: -0.0224 2.0400 0.6772
H: -0.6934 3.1148 -0.1605
H: -0.7131 -3.2337 -0.0695
H: 0.7358 0.5800 -0.0205
C: -0.4199 -2.2504 -0.3938
H: 0.5996 2.2447 -0.8185
O: 0.8334 -0.3360 0.2385
N: 0.2408 2.7458 -0.0107
H: -0.3160 -1.4682 1.5193

Output
SMILES: C=CO.N
Frontier orbital gap, eV: 10.199
Multiplicity: 1
E_HOMO, eV: -9.386


Version C
DFT (wB97M-V/def2-TZVPD) results for 2 unconnected molecules or ions with the total composition C2H7NO.

Geometry (Å):
H: -0.2030 -2.2816 1.7468
C: 1.3516 0.7366 -0.4020
H: 1.9411 0.8161 0.5148
H: 1.5184 1.6204 -1.0232
C: -0.9072 1.2555 -0.6012
H: -0.7156 2.0767 -1.2863
H: 1.6994 -0.1333 -0.9626
N: -0.0433 0.5268 -0.0720
H: -0.3334 -1.3480 0.5355
H: -1.9698 1.1070 -0.3860
O: -0.5371 -2.2462 0.8457

Output
SMILES: C=NC.O
Frontier orbital gap, eV: 11.291
Multiplicity: 1
E_HOMO, eV: -10.255


Version D
DFT (wB97M-V/def2-TZVPD) results for 2 unconnected molecules or ions with the total composition C2H7NO.

Geometry (Å):
H: 0.3631 2.4261 1.8672
O: 0.9104 -0.5290 0.0628
H: 0.1561 0.2651 -1.6600
C: 0.2853 -0.6479 -1.1608
H: -1.1680 1.8429 1.6892
C: -0.2679 -1.8084 -1.7150
H: -0.0471 1.0079 2.5819
H: -0.4450 -1.4985 -2.7194
H: -0.0639 -2.7852 -1.2570
H: 0.4424 0.1168 0.5812
N: -0.1653 1.6102 1.7299

Output
SMILES: C=CO.N
Frontier orbital gap, eV: 9.589
Multiplicity: 1
E_HOMO, eV: -8.817


Result of the stability comparison: version B is the least stable of them.


Version A
DFT (wB97M-V/def2-TZVPD) results for a gas-phase ion, C5H14NO (charge +2).

Geometry (Å):
H: 0.7166 -0.5429 1.7504
O: -0.1010 2.7353 -0.0004
C: 0.2515 -2.1303 0.3735
C: 0.7285 1.6673 -0.3245
H: 1.7917 -0.6444 0.2993
H: -1.7937 -0.2831 0.7358
H: -0.3237 -0.1720 -1.0444
H: 0.8740 -2.8599 0.9575
H: -0.2475 -3.6418 -1.0089
H: -0.6543 -2.3644 0.9879
H: 1.7498 1.6309 0.0964
H: -2.0257 1.0429 -0.2157
H: 0.9873 -2.5705 -1.5674
H: -0.6712 -2.0771 -1.7062
H: -1.4142 1.1675 1.3260
H: 0.9544 1.8038 -1.4101
C: 0.0167 -2.5809 -1.0194
C: -0.0196 0.3516 -0.1243
C: 0.7701 -0.7217 0.6768
H: 0.4303 3.5634 -0.0361
N: -1.4010 0.6115 0.4684

Output
Frontier orbital gap (spin up / spin down), eV: 11.114 / 3.895
Multiplicity: 2
Total charge: +2
E_HOMO (spin up / spin down), eV: -18.913 / -18.690


Version B
DFT (wB97M-V/def2-TZVPD) results for 2 unconnected molecules or ions with the total composition C5H14NO.

Geometry (Å):
H: -0.8379 1.3928 2.9453
H: -0.8225 -0.2514 3.6674
C: -0.6346 0.3537 2.7336
H: 1.0591 0.0009 0.7167
H: 1.3421 -1.6197 0.3425
C: 1.4054 -0.1966 -1.9915
O: 0.5281 2.1167 -2.0259
H: -1.3284 -1.7565 0.1135
C: 0.5868 -0.8375 0.1685
H: 1.3111 0.0290 -3.0588
H: -0.1177 2.1285 -1.3332
H: -0.4343 -2.0542 1.6219
H: -2.3525 -0.8449 2.1213
H: 0.2193 2.5551 -2.8448
H: -2.0830 0.4069 0.9595
H: 0.4735 0.3225 2.6703
H: -0.5138 -0.6605 -1.6573
C: -1.4809 -0.2133 1.6506
N: 0.4043 -0.4940 -1.2535
H: 2.4317 0.0785 -1.7575
C: -0.7262 -1.3001 0.8769

Output
Frontier orbital gap (spin up / spin down), eV: 10.672 / 4.224
Multiplicity: 2
Total charge: +2
E_HOMO (spin up / spin down), eV: -18.975 / -18.974


Result of the stability comparison: version B is the least stable of them.